Version 1
The following is a quantum chemistry calculation of an isolated molecule of C3H4OS, from the Open Molecules 2025 dataset.

The geometry in XYZ format:
```
9
Properties=species:S:1:pos:R:3
O 1.36 0.22 1.93
C 0.82 -0.38 0.91
C 0.02 0.39 0.23
C -0.60 -0.03 -1.04
S -1.78 0.08 0.34
H 0.86 -1.55 0.87
H 0.57 1.30 0.25
H -0.33 -0.82 -1.72
H -0.91 0.79 -1.79
```

The value obtained for the gap between HOMO and LUMO is 9.34 eV. As for the SMILES: O=C[C@H]1CS1. The calculation puts the HOMO energy at -9.7 eV.

***

Version 2
The following is a quantum chemistry calculation of a cluster of 2 separate species, C3H4OS in total, from the Open Molecules 2025 dataset.

The geometry in XYZ format:
```
9
Properties=species:S:1:pos:R:3
C 2.17 0.53 0.20
C -0.62 -1.00 0.37
C -0.88 0.29 -0.18
O 2.58 1.26 -0.56
S 0.89 -1.71 0.34
H -1.37 -1.41 1.04
H -0.15 0.98 0.29
H -1.93 0.64 -0.15
H -0.69 0.40 -1.34
```

The value obtained for the gap between HOMO and LUMO (alpha / beta) is 8.17 / 8.17 eV. The calculation puts the HOMO energy (alpha / beta) at -8.5 / -8.5 eV.

***

version 2 has the most favorable energy; the next structure is 1.103 eV above.

***

Version 1
The following is a quantum chemistry calculation of the ion C6H13N4O with charge +1, from the Open Molecules 2025 dataset.

The geometry in XYZ format:
```
24
Properties=species:S:1:pos:R:3
C 2.41 -0.50 0.22
C 2.20 0.92 -0.43
C 1.39 1.89 0.48
C -0.15 1.84 0.28
O -0.57 1.12 -0.93
N -1.50 0.19 -0.59
C -2.79 0.27 -0.38
N -3.22 -0.98 -0.03
C -2.13 -1.76 -0.05
N -1.99 -3.07 0.17
N -1.03 -1.04 -0.42
H 2.24 -1.24 -0.61
H 1.67 -0.72 1.01
H 3.45 -0.66 0.54
H 3.22 1.35 -0.52
H 1.82 0.86 -1.47
H 1.76 2.92 0.29
H 1.60 1.68 1.55
H -0.66 1.39 1.16
H -0.52 2.89 0.23
H -3.38 1.18 -0.47
H -1.33 -3.58 -0.41
H -2.43 -3.60 0.92
H -0.06 -1.35 -0.54
```

The value obtained for the gap between HOMO and LUMO is 10.59 eV. As for the SMILES: CCCCOn1cnc(N)[nH+]1. As for the total charge: +1. The calculation puts the HOMO energy at -14.1 eV.

***

Version 2
The following is a quantum chemistry calculation of a structure of composition C6H13N4O, from the Open Molecules 2025 dataset.

The geometry in XYZ format:
```
24
Properties=species:S:1:pos:R:3
C -0.69 -0.52 -0.10
C -1.99 -0.18 -0.19
C -2.02 -2.28 0.91
C -2.17 2.09 0.02
C 2.16 -1.50 -0.63
C 1.36 0.57 0.32
N -0.93 -2.00 -0.01
N -2.30 -1.57 -0.30
N -2.70 0.87 -0.55
N 2.17 -0.06 -0.78
O 1.26 1.91 0.07
H -2.41 -3.38 0.79
H -2.14 -1.85 1.95
H -1.11 2.02 -0.08
H -2.57 2.86 -0.69
H -2.74 2.31 0.95
H 1.27 -1.94 -0.90
H 3.14 -1.91 -0.97
H 2.12 -1.75 0.42
H 1.80 0.37 1.37
H -3.53 0.69 -1.01
H 3.22 0.39 -0.74
H 1.63 0.26 -1.63
H 1.70 2.65 0.54
```

The value obtained for the gap between HOMO and LUMO is 7.69 eV. As for the total charge: +1. The calculation puts the HOMO energy at -11.4 eV.

***

version 1 has the most favorable energy; the next structure is 6.184 eV above.

***

Version 1
The following is a quantum chemistry calculation of an isolated molecule of C7H11N, from the Open Molecules 2025 dataset.

The geometry in XYZ format:
```
19
Properties=species:S:1:pos:R:3
C 1.33 -1.84 1.02
C 0.66 -1.06 0.07
C 0.79 -1.00 -1.32
N 0.00 -0.03 -1.91
C -0.59 0.70 -0.85
C -1.35 1.94 -1.06
C -0.08 0.15 0.34
C -0.42 0.47 1.78
H 2.45 -1.83 0.77
H 1.02 -2.85 1.06
H 1.24 -1.38 2.08
H 1.31 -1.80 -1.71
H -0.12 0.15 -2.89
H -0.83 2.88 -0.69
H -2.37 1.77 -0.75
H -1.46 2.25 -2.11
H 0.46 0.71 2.23
H -1.25 1.12 1.61
H -0.79 -0.33 2.33
```

The value obtained for the gap between HOMO and LUMO is 8.47 eV. As for the SMILES: Cc1c[nH]c(C)c1C. The calculation puts the HOMO energy at -7.5 eV.

***

Version 2
The following is a quantum chemistry calculation of an isolated molecule of C7H11N, from the Open Molecules 2025 dataset.

The geometry in XYZ format:
```
19
Properties=species:S:1:pos:R:3
C -0.21 0.05 0.63
C 0.28 -1.25 0.19
C 0.79 0.90 1.39
C -1.61 0.09 1.22
C -0.26 0.56 -1.03
N 0.30 1.72 -1.29
C 0.45 -0.83 -1.57
C 0.96 -1.37 -2.55
H 1.07 1.63 -1.96
H -0.42 -2.08 0.14
H 1.30 -1.53 0.45
H -1.32 0.38 -1.23
H 1.79 0.83 0.96
H 0.49 1.95 1.36
H 0.84 0.58 2.44
H -2.00 1.11 1.20
H -2.30 -0.55 0.67
H -1.60 -0.24 2.27
H 1.44 -1.97 -3.28
```

The value obtained for the gap between HOMO and LUMO (alpha / beta) is 8.10 / 6.72 eV. The calculation puts the HOMO energy (alpha / beta) at -8.4 / -7.3 eV.

***

version 1 has the most favorable energy; the next structure is 4.711 eV above.

***

Version 1
The following is a quantum chemistry calculation of a cluster of 2 separate species, C4H4 in total, from the Open Molecules 2025 dataset.

The geometry in XYZ format:
```
8
Properties=species:S:1:pos:R:3
C -1.44 0.59 -0.14
C -1.89 -0.51 -0.05
H -1.07 1.56 -0.50
H -2.29 -1.36 0.14
C 1.30 0.10 0.57
C 2.00 -0.16 -0.35
H 0.55 0.16 1.38
H 2.84 -0.38 -1.05
```

The value obtained for the gap between HOMO and LUMO is 11.37 eV. As for the SMILES: C#C.C#C. The calculation puts the HOMO energy at -10.1 eV.

***

Version 2
The following is a quantum chemistry calculation of a cluster of 2 separate species, C4H4 in total, from the Open Molecules 2025 dataset.

The geometry in XYZ format:
```
8
Properties=species:S:1:pos:R:3
C -0.58 0.36 -1.41
C -0.24 1.24 -0.38
C 0.67 0.40 0.35
C -0.29 -0.55 -0.36
H -0.73 0.38 -2.52
H 1.72 0.39 0.50
H 0.38 0.43 2.07
H -1.12 -1.10 0.18
```

The value obtained for the gap between HOMO and LUMO (alpha / beta) is 9.20 / 9.20 eV. The calculation puts the HOMO energy (alpha / beta) at -8.8 / -8.8 eV.

***

version 1 has the most favorable energy; the next structure is 2.441 eV above.

***

Version 1
The following is a quantum chemistry calculation of an isolated molecule of C4H4, from the Open Molecules 2025 dataset.

The geometry in XYZ format:
```
8
Properties=species:S:1:pos:R:3
C 1.25 0.65 0.13
C 0.00 0.25 -0.04
C -1.31 -0.05 -0.05
C 2.20 -0.34 -0.08
H 1.63 1.74 -0.13
H -2.08 -0.55 -0.65
H -1.79 0.51 0.87
H 1.76 -1.29 0.28
```

The value obtained for the gap between HOMO and LUMO is 7.96 eV. The calculation puts the HOMO energy at -8.4 eV.

***

Version 2
The following is a quantum chemistry calculation of a cluster of 2 separate species, C4H4 in total, from the Open Molecules 2025 dataset.

The geometry in XYZ format:
```
8
Properties=species:S:1:pos:R:3
C 2.65 -1.31 0.35
C 1.70 -0.58 0.53
C -1.21 0.97 -0.36
C -0.23 -0.01 0.00
H 3.61 -1.57 0.44
H -0.98 1.95 -0.87
H -2.12 0.30 -0.55
H -0.67 -1.02 0.41
```

The value obtained for the gap between HOMO and LUMO is 9.99 eV. The calculation puts the HOMO energy at -10.2 eV.

***

version 1 has the most favorable energy; the next structure is 1.053 eV above.

***

Version 1
The following is a quantum chemistry calculation of an isolated molecule of C14H16N4O2, from the Open Molecules 2025 dataset.

The geometry in XYZ format:
```
36
Properties=species:S:1:pos:R:3
C 0.23 -2.91 2.34
C 0.72 -1.81 1.46
N 0.03 -1.28 0.54
N 0.71 -0.26 -0.03
C 0.27 0.14 -1.36
C 0.48 -0.92 -2.33
N 0.68 -1.78 -3.05
C -1.19 0.55 -1.26
C -2.20 -0.14 -1.90
C -3.53 0.25 -1.75
C -3.85 1.33 -0.95
C -2.83 2.01 -0.31
N -3.15 3.14 0.54
O -2.23 3.72 1.06
O -4.32 3.43 0.67
C -1.50 1.63 -0.45
C 2.11 -0.20 0.41
C 2.44 1.23 0.84
C 3.08 -0.68 -0.67
C 2.09 -1.18 1.60
H 0.89 -3.77 2.26
H 0.23 -2.59 3.38
H -0.77 -3.19 2.04
H 0.87 1.01 -1.66
H -1.96 -0.99 -2.52
H -4.31 -0.30 -2.26
H -4.87 1.65 -0.81
H -0.73 2.18 0.07
H 3.44 1.27 1.27
H 1.72 1.58 1.57
H 2.42 1.90 -0.02
H 4.09 -0.72 -0.27
H 3.09 -0.01 -1.53
H 2.81 -1.68 -1.01
H 2.88 -1.93 1.55
H 2.17 -0.66 2.56
```

The value obtained for the gap between HOMO and LUMO is 7.94 eV. As for the SMILES: CC1=NN([C@@H](C#N)c2cccc([N+](=O)[O-])c2)C(C)(C)C1. The calculation puts the HOMO energy at -8.5 eV.

***

Version 2
The following is a quantum chemistry calculation of an isolated molecule of C14H16N4O2, from the Open Molecules 2025 dataset.

The geometry in XYZ format:
```
36
Properties=species:S:1:pos:R:3
C -1.33 -3.12 -1.41
C -1.76 -2.79 0.10
O -2.02 -3.75 0.83
N -1.76 -1.54 0.66
C -1.23 -0.37 0.04
N -0.65 -0.17 -1.14
C 0.01 1.04 -1.51
C 0.08 1.09 -3.04
C 1.45 0.93 -0.88
N -0.71 2.15 -0.82
C -0.69 3.55 -1.29
C -1.09 1.92 0.45
O -1.46 2.87 1.15
N -1.26 0.64 0.96
C -1.61 0.04 2.13
C -1.45 0.69 3.34
C -1.78 0.01 4.53
C -2.21 -1.32 4.47
C -2.26 -2.00 3.24
C -1.97 -1.26 2.06
H -1.89 -3.95 -1.89
H -0.31 -3.47 -1.37
H -1.30 -2.33 -2.08
H 0.75 0.20 -3.18
H -0.79 0.71 -3.55
H 0.44 2.06 -3.53
H 1.95 1.80 -1.31
H 1.48 0.94 0.24
H 1.83 -0.09 -1.18
H 0.21 4.14 -1.04
H -0.61 3.67 -2.36
H -1.46 4.21 -0.91
H -1.13 1.72 3.28
H -1.85 0.46 5.52
H -2.46 -1.71 5.40
H -2.60 -3.02 3.29
```

The value obtained for the gap between HOMO and LUMO is 9.00 eV. As for the SMILES: CC(=O)N1C2=NC(C)(C)N(C)C(=O)N2c2ccccc21. The calculation puts the HOMO energy at -8.3 eV.

***

version 2 has the most favorable energy; the next structure is 2.689 eV above.